[1]
ORCA calculation (the ωB97M-V functional and the def2-TZVPD basis) on a structure of composition C37H36ClIrN7O2P at a distorted geometry.

```
85
Properties=species:S:1:pos:R:3:forces:R:3
Ir 0.4952 -1.2242 0.6419 -1.9 -3.3 -0.5
O 3.9442 2.5967 4.2436 0.1 0.1 0.4
C 3.2686 3.3862 3.4099 -0.2 -0.8 -0.4
C 3.3771 4.7699 3.6927 -0.1 0.1 0.0
C 2.6957 5.8742 3.1579 0.2 0.3 -0.2
C 1.5867 5.8793 2.3577 -0.1 -0.3 0.0
C 0.8728 4.6647 1.8487 0.1 -0.3 -0.2
C 2.5831 2.8860 2.3303 0.4 1.0 0.3
C 2.3829 1.4983 1.9997 -0.3 -1.0 -0.4
O 1.9721 1.3484 0.7469 0.9 0.6 -0.5
N 2.4053 0.5254 2.8172 0.1 0.2 1.2
N 1.7532 -0.6335 2.4603 -0.7 0.7 -1.3
C 1.7098 -1.4838 3.4166 0.3 0.1 0.2
C 1.2449 -2.8244 3.1887 -0.3 -0.3 0.1
C 1.3333 -3.7588 4.2053 0.0 0.1 0.1
C 1.1085 -5.0992 3.9197 0.0 -0.1 -0.1
C 0.8399 -5.4402 2.6096 0.0 0.1 0.2
C 0.7204 -4.4299 1.6595 0.0 -0.2 -0.2
N 0.8708 -3.1402 1.9271 0.5 1.1 -0.3
H 3.8529 1.6537 4.0311 -0.1 0.0 0.0
H 4.0805 4.9872 4.4933 0.0 0.0 0.0
H 3.0536 6.8411 3.4910 0.0 0.0 0.1
H 1.1237 6.8356 2.1343 0.1 0.1 0.1
H 0.2128 4.9528 1.0223 0.0 0.1 0.1
H 2.1341 -1.2162 4.3795 0.1 0.0 0.0
H 1.5944 -3.4363 5.2047 0.0 0.0 0.0
H 1.1754 -5.8552 4.6901 0.0 0.0 0.0
H 0.7193 -6.4731 2.3151 0.0 0.0 -0.1
H 0.5301 -4.7006 0.6371 0.0 0.0 0.1
Cl 2.1620 -1.0616 -1.1852 0.5 0.0 0.0
C 1.6301 0.1705 -2.3157 -0.1 0.3 -0.1
C 2.4253 0.3297 -3.4357 0.2 -0.1 0.0
C 2.0631 1.2502 -4.4073 -0.1 0.0 0.1
C 0.9089 2.0011 -4.2440 0.0 0.1 0.0
C 0.1353 1.8452 -3.1055 0.1 0.0 0.0
C 0.4814 0.9308 -2.1026 -0.2 0.0 0.0
P -0.6137 0.7521 -0.6366 1.3 0.7 0.6
C -0.1280 2.1185 0.5243 0.2 -0.2 0.2
C -0.8978 2.1980 1.6198 -0.1 0.2 -0.3
C -0.7689 3.0255 2.8122 0.0 -0.1 0.0
C 0.0206 4.0833 2.9600 0.0 0.3 0.1
C 1.8874 3.6799 1.2683 -0.2 0.0 0.2
C 1.3047 2.5747 0.3569 -0.7 0.2 -0.1
C -2.2046 1.4859 -1.2566 -0.4 -0.5 0.1
C -2.5203 2.8128 -0.9342 0.1 0.0 0.0
C -3.6664 3.4158 -1.4292 0.0 0.0 -0.1
C -4.5211 2.7234 -2.2722 0.0 0.0 0.0
C -4.2069 1.4216 -2.6251 0.0 -0.1 0.0
C -3.0704 0.8070 -2.1239 0.1 0.0 0.1
H 3.3208 -0.2670 -3.5521 0.0 0.0 0.0
H 2.6830 1.3734 -5.2850 0.0 0.0 0.0
H 0.6048 2.7072 -5.0048 0.0 0.0 0.0
H -0.7569 2.4449 -2.9879 0.0 0.0 0.0
H -1.7895 1.5738 1.6082 0.0 0.1 0.1
H -1.4208 2.7595 3.6360 0.1 -0.1 0.1
H 0.0466 4.5896 3.9185 -0.1 0.1 0.0
H 2.6059 4.2831 0.6959 0.2 -0.2 0.0
H 1.5453 2.7523 -0.6878 0.0 0.0 0.0
H -1.8663 3.4054 -0.3193 -0.1 0.0 0.0
H -3.8809 4.4397 -1.1532 0.0 0.0 0.0
H -5.4137 3.1962 -2.6589 0.0 0.0 0.0
H -4.8513 0.8699 -3.2964 0.0 0.0 0.0
H -2.8733 -0.1954 -2.4589 0.0 0.0 -0.1
C -1.3553 -1.9408 -1.9663 -0.1 -0.2 -0.2
N -2.0914 -2.7256 -2.9151 -0.4 0.2 -0.5
C -3.1164 -3.5194 -2.2246 0.4 0.1 0.2
N -2.4625 -4.3747 -1.2351 -0.5 -0.5 0.2
C -1.7502 -3.5750 -0.2790 -0.2 -0.1 0.0
N -0.6607 -2.7698 -0.9412 0.6 1.3 1.1
C 0.2307 -3.7122 -1.7076 0.0 -0.1 -0.2
N -0.5315 -4.5071 -2.6295 0.3 -0.5 -0.4
C -1.1860 -3.6449 -3.6168 0.0 0.1 0.5
C -1.5475 -5.2941 -1.9207 0.1 0.6 0.1
H -2.0427 -1.2979 -1.4264 0.0 -0.1 0.2
H -0.6203 -1.3355 -2.5003 0.1 -0.1 0.0
H -3.6476 -4.1340 -2.9484 0.0 0.0 0.0
H -3.8313 -2.8610 -1.7274 0.0 0.0 0.0
H -1.3256 -4.2216 0.4815 0.0 0.0 0.0
H -2.4448 -2.8840 0.2034 0.1 0.1 0.0
H 0.7670 -4.3676 -1.0259 0.0 0.1 0.0
H 0.9618 -3.1260 -2.2618 0.0 0.0 0.0
H -1.7568 -4.2532 -4.3151 0.0 0.0 0.0
H -0.4325 -3.0810 -4.1693 0.0 0.0 0.0
H -1.0694 -5.9549 -1.1951 0.0 0.0 0.0
H -2.1027 -5.9003 -2.6333 0.0 0.0 0.0
```
Forces are in eV/Å.

The HOMO-LUMO gap (alpha / beta) comes out at 4.66 / 4.75 eV. The calculation puts the HOMO energy (alpha / beta) at -0.573 / -0.573 Ha. Its expectation value of S² is 0.7877. Its spin multiplicity is 2. The total charge is +3. As for the LUMO energy (alpha / beta): -10.92 / -10.84 eV.


[2]
ORCA calculation (the ωB97M-V functional and the def2-TZVPD basis) on a cluster of 12 separate species, C24H72O24 in total at a distorted geometry.

```
120
Properties=species:S:1:pos:R:3:forces:R:3
O -0.0508 -4.2514 -0.4637 -1.7 0.3 0.9
C -1.5171 -4.4484 -0.3405 1.3 0.2 -0.4
C -2.2787 -3.4933 -1.2554 0.1 -1.8 -0.4
O -2.2684 -2.1768 -0.8213 0.1 0.6 0.2
H 0.0762 -4.0251 -1.3880 0.4 0.2 -0.3
H -1.6327 -5.5100 -0.5589 -0.7 0.0 -0.3
H -1.9134 -4.2633 0.6579 0.7 0.0 0.3
H -3.2973 -3.8701 -1.3483 -0.2 0.2 0.0
H -1.8150 -3.5363 -2.2409 -0.2 -0.2 -0.4
H -1.4391 -1.8430 -1.1713 0.3 0.6 0.3
O 2.7740 2.6496 -3.0826 0.9 0.2 1.3
C 2.1184 1.5669 -3.6639 -1.1 0.1 -1.9
C 2.3605 1.7076 -5.1550 0.6 1.6 0.8
O 1.6672 0.7897 -5.8652 -1.2 -2.0 -1.5
H 2.3059 3.4510 -3.3280 0.0 0.1 0.1
H 2.4028 0.5488 -3.3979 0.5 0.4 1.0
H 1.0504 1.7020 -3.4932 -0.2 -0.6 0.1
H 3.4172 1.7100 -5.4223 0.3 0.0 0.3
H 1.9861 2.7014 -5.4009 0.0 0.2 -0.4
H 2.2597 0.0699 -6.0939 -0.1 -0.1 -0.1
O 0.4230 1.1589 1.4682 0.2 0.0 0.5
C -0.6908 0.5093 0.9328 -1.2 0.5 0.1
C -0.8059 0.7439 -0.5101 -1.1 0.0 -1.3
O 0.1688 0.0273 -1.2216 -0.2 -0.3 -0.7
H 1.1244 0.8042 0.9169 0.7 0.0 0.6
H -0.6508 -0.5772 1.0100 -0.1 -0.2 0.7
H -1.6036 0.9434 1.3408 0.0 -0.3 0.7
H -0.8114 1.7907 -0.8140 0.2 0.3 0.3
H -1.7895 0.3569 -0.7762 -0.1 -0.1 -0.4
H 1.0027 0.2585 -0.8060 0.8 -0.3 -0.4
O -0.8981 -2.5572 4.5845 0.1 -0.6 -0.5
C -0.1538 -2.6573 3.3560 -0.1 1.2 0.3
C 1.0422 -1.6914 3.4088 -2.2 0.3 -2.0
O 2.1282 -2.1722 4.0944 1.3 -0.5 0.3
H -0.3164 -2.1622 5.2380 0.1 -0.2 0.1
H 0.1519 -3.6559 3.0439 0.3 -0.4 0.8
H -0.8308 -2.4073 2.5392 -0.1 0.6 0.0
H 0.7484 -0.6962 3.7424 -0.3 0.0 0.5
H 1.3080 -1.4982 2.3695 0.1 0.0 -0.4
H 2.7367 -2.2722 3.3587 0.8 -0.5 0.7
O 0.5836 -3.4219 -3.2675 0.5 -1.4 0.1
C 0.5489 -2.2730 -4.0518 -0.8 1.7 0.4
C 0.1990 -2.5289 -5.5055 1.4 -0.1 0.9
O -1.0453 -3.1955 -5.5304 -0.2 0.0 -0.3
H -0.0325 -4.0348 -3.6754 -0.2 -0.4 0.0
H -0.1974 -1.6502 -3.5586 -0.2 0.6 -0.4
H 1.4864 -1.7317 -3.9252 0.2 -0.2 -0.3
H 1.0002 -3.1815 -5.8523 0.0 -0.3 -0.4
H 0.2404 -1.6224 -6.1094 -0.3 0.2 0.2
H -1.1589 -3.4915 -6.4365 -0.3 -0.3 -0.1
O -5.2477 3.1632 -0.5721 -0.2 -0.6 -0.3
C -4.9623 1.8325 -0.1817 0.5 -0.9 2.3
C -5.9994 1.1769 0.8686 1.0 0.4 -1.7
O -7.2286 1.1398 0.1976 -0.9 0.2 -0.5
H -5.9120 3.1199 -1.2638 -0.3 0.2 0.1
H -4.6576 1.1834 -1.0025 -0.9 -0.2 -0.3
H -4.0210 1.8891 0.3650 0.1 0.2 0.3
H -6.0610 1.7246 1.8090 0.2 0.4 -0.2
H -5.7139 0.1531 1.1102 0.6 -0.1 -0.1
H -7.9320 0.8720 0.7934 0.0 0.0 0.1
O 2.6006 0.3513 -0.0635 0.2 0.4 0.5
C 2.9607 1.6606 0.2576 0.9 2.8 -0.4
C 4.4050 2.0534 -0.1663 -0.7 -0.6 -0.5
O 4.6340 1.5792 -1.4764 0.8 -1.1 0.1
H 3.4599 -0.0282 -0.2613 0.4 -1.5 -0.3
H 2.3444 2.3464 -0.3238 -0.5 0.0 0.0
H 2.8260 1.9355 1.3037 -0.2 -0.4 0.1
H 5.1448 1.6167 0.5045 0.0 0.1 -0.1
H 4.5200 3.1348 -0.2409 -0.2 0.2 0.8
H 3.9313 1.9087 -2.0413 -0.1 0.5 -0.2
O -5.2659 4.2151 2.0034 -2.5 0.1 -0.7
C -4.0970 4.1204 2.6915 0.5 -0.9 0.5
C -4.0187 2.8706 3.5705 0.5 2.0 0.4
O -3.6106 1.7670 2.8650 0.4 -1.7 -1.2
H -5.1464 3.7119 1.1946 -0.6 0.3 -0.4
H -3.3861 4.0808 1.8663 1.4 0.4 0.9
H -4.0702 4.9548 3.3923 0.6 0.3 -0.3
H -5.0121 2.7275 3.9955 0.0 0.1 0.4
H -3.2371 3.1085 4.2921 -0.3 0.0 0.7
H -3.3801 1.0902 3.5056 0.0 -0.2 -0.1
O -1.1261 2.4542 7.0237 0.6 0.7 -0.6
C 0.1617 2.5792 6.3940 0.7 -1.2 0.4
C 0.2534 1.9538 5.0160 -0.3 -0.6 -0.5
O 0.1045 2.9181 4.0519 -0.5 2.5 -1.2
H -1.1432 1.5867 7.4344 0.0 0.0 0.0
H 0.5810 3.5830 6.3249 -0.9 0.4 0.1
H 0.9053 2.0819 7.0167 0.0 -0.3 0.2
H -0.5538 1.2486 4.8181 0.1 -0.7 0.8
H 1.2193 1.5036 4.7866 0.3 -0.6 0.8
H -0.0993 2.5449 3.1913 0.2 -0.3 -0.1
O 5.4379 -0.5237 5.2755 0.7 0.1 0.0
C 4.2612 0.1536 5.0145 -2.2 0.5 -1.4
C 3.9655 0.3512 3.4548 0.1 0.2 1.8
O 4.7074 1.4880 2.9666 0.3 -1.1 -0.2
H 6.1374 0.1129 5.1114 0.4 -0.2 0.0
H 3.4407 -0.3929 5.4794 0.0 -0.4 -0.3
H 4.1930 1.1367 5.4804 0.4 0.3 0.0
H 2.9028 0.4227 3.2231 -0.2 0.5 0.3
H 4.2314 -0.5956 2.9848 0.8 0.3 -0.4
H 4.1835 2.2922 2.9473 -0.3 -0.2 0.3
O 5.0070 -3.9991 -2.1544 0.7 -0.2 0.1
C 3.7321 -3.4747 -1.9198 -1.3 0.4 0.1
C 3.7715 -1.9640 -1.7357 0.8 0.0 -1.0
O 4.3725 -1.5779 -0.5041 -0.3 0.0 0.3
H 5.2959 -4.3870 -1.3252 0.3 -0.1 -0.1
H 3.0767 -3.7313 -2.7520 0.1 0.1 -0.2
H 3.2799 -3.9726 -1.0620 -0.1 0.2 0.3
H 2.8425 -1.4242 -1.9192 -0.5 -0.4 0.8
H 4.3954 -1.5451 -2.5252 0.3 -0.2 -0.3
H 5.3220 -1.5499 -0.6430 0.1 0.0 0.0
O -3.4582 -1.6929 -4.7816 0.1 0.6 -0.4
C -2.7037 -0.5439 -4.3838 -0.4 -0.9 1.4
C -3.5614 0.6614 -4.2690 -1.2 0.9 -1.0
O -3.9224 1.1040 -5.5800 0.3 0.6 -0.3
H -2.7700 -2.2873 -5.0892 -0.1 -0.5 -0.1
H -2.3504 -0.7851 -3.3813 0.6 0.2 0.2
H -1.8787 -0.3495 -5.0691 0.1 0.1 0.0
H -3.0782 1.4841 -3.7419 0.5 0.0 -0.3
H -4.5279 0.5851 -3.7708 0.2 -0.9 0.7
H -4.5891 0.4978 -5.9111 0.0 -0.1 0.0
```
Forces are in eV/Å.

The HOMO-LUMO gap comes out at 9.39 eV. The calculation puts the HOMO energy at -0.344 Ha. The total charge is 0. As for the LUMO energy: 0.02 eV.


[3]
ORCA calculation (the ωB97M-V functional and the def2-TZVPD basis) on a cluster of 2 separate species, C4H10NO3 in total at a distorted geometry.

```
18
Properties=species:S:1:pos:R:3:forces:R:3
C -0.8651 1.0842 1.6224 -1.0 0.0 0.4
C -0.5331 1.3807 0.1333 2.5 -3.0 0.1
N -0.8089 0.1111 -0.6316 -2.2 0.0 2.6
C -0.0446 -0.2662 -1.7372 -0.1 -0.5 -4.0
C 1.5097 -0.2910 -1.4823 -0.6 -1.6 0.3
O 1.8441 -1.0064 -0.4879 0.0 0.4 0.4
O 2.2502 0.3323 -2.2427 0.1 0.3 -0.3
H -0.6457 1.9071 2.3339 -0.3 -0.1 -0.7
H -0.4531 0.1924 2.1331 0.5 0.3 -1.0
H -1.9472 0.8220 1.6530 0.3 0.6 0.1
H -1.0980 2.2263 -0.2297 0.0 0.2 -0.3
H 0.5863 1.4238 -0.0289 -0.9 1.3 0.5
H -0.6828 -0.6569 0.0517 -0.5 0.7 -0.6
H -0.1403 0.3875 -2.6470 -0.2 0.2 1.0
H -0.6055 -1.2295 -2.2199 1.9 1.5 1.5
H 0.7531 -1.4658 0.8538 0.4 -0.7 -0.2
H 0.6751 -2.8995 1.4849 -0.1 0.6 -0.3
O 0.2058 -2.0523 1.4410 0.0 -0.1 0.4
```
Forces are in eV/Å.

The HOMO-LUMO gap comes out at 7.81 eV. The calculation puts the HOMO energy at -0.145 Ha. The total charge is -1. As for the LUMO energy: 3.88 eV.